No. 1
Density functional theory data (wB97M-V/def2-TZVPD) for 3 unconnected molecules or ions with the total composition C2H11NO2S at a distorted geometry.

## Properties
HOMO level (Ha): -0.3449
Electronic energy (a.u.): -686.196923
Relative energy (zero: lowest compared OMol25 entry of this formula, charge and spin) (eV): 0.502
Structure (SMILES): NCCS.O.O
Charge: 0
2S+1: 1

Each line ends with the natural charge from an NBO analysis.
CARTESIAN COORDINATES (ANGSTROEM)
S1 -1.719 -2.007 -0.236  -0.06
O1 2.031 3.152 -0.236  -0.94
O2 0.913 -2.709 -2.342  -0.95
N1 -0.681 1.547 1.157  -0.83
C1 -0.535 -0.647 0.011  -0.53
C2 -0.770 0.100 1.347  -0.24
H1 1.858 2.245 -0.516  0.47
H2 1.817 3.695 -1.004  0.47
H3 0.278 1.851 0.997  0.35
H4 -1.793 -0.127 1.612  0.20
H5 -0.928 2.000 2.024  0.36
H6 -0.506 0.009 -0.852  0.23
H7 -0.062 -0.288 2.076  0.17
H8 -1.177 -2.932 0.565  0.13
H9 0.434 -1.137 0.054  0.22
H10 0.770 -1.855 -2.756  0.46
H11 0.069 -2.896 -1.901  0.48

No. 2
Density functional theory data (wB97M-V/def2-TZVPD) for 4 unconnected molecules or ions with the total composition C2H11NO3 at a distorted geometry.

## Properties
HOMO level (alpha / beta) (Ha): 0.0327 / -0.1935
Expectation value of S²: 0.751
Electronic energy (a.u.): -363.197047
Relative energy (zero: lowest compared OMol25 entry of this formula, charge and spin) (eV): 0.607
Charge: -1
2S+1: 2

Each line ends with the Löwdin spin population.
CARTESIAN COORDINATES (ANGSTROEM)
O1 -2.910 -3.259 0.013  0.16
O2 -0.114 -1.077 0.677  0.19
O3 0.153 -1.712 -1.974  0.10
N1 0.149 1.658 -0.368  0.05
C1 2.103 2.360 0.801  0.05
C2 0.778 2.365 0.687  0.07
H1 -0.827 1.406 -0.321  0.07
H2 2.690 2.743 1.628  0.00
H3 -2.195 -2.659 -0.245  0.05
H4 0.615 -0.455 0.439  0.03
H5 2.753 2.105 -0.030  0.01
H6 0.102 2.806 1.398  0.01
H7 -0.628 -1.568 -2.551  0.04
H8 0.209 -1.617 1.404  0.07
H9 -3.262 -2.860 0.807  0.05
H10 -0.310 -2.012 -1.166  0.03
H11 0.694 1.777 -1.199  0.02

No. 3
Density functional theory data (wB97M-V/def2-TZVPD) for 3 unconnected molecules or ions with the total composition C2H11NO3 at a distorted geometry.

## Properties
HOMO level (Ha): -0.3698
Electronic energy (a.u.): -363.274397
Relative energy (zero: lowest compared OMol25 entry of this formula, charge and spin) (eV): 0.000
Structure (SMILES): NCCO.O.O
Charge: 0
2S+1: 1

Each line ends with the natural charge from an NBO analysis.
CARTESIAN COORDINATES (ANGSTROEM)
O1 0.382 -2.032 0.865  -0.72
O2 2.355 0.087 -0.731  -0.99
O3 0.529 2.142 -0.611  -1.00
N1 -1.922 0.707 -0.081  -0.86
C1 -0.472 -0.936 1.057  -0.07
C2 -1.285 -0.626 -0.184  -0.25
H1 -2.534 0.825 -0.878  0.37
H2 2.828 0.096 -1.572  0.47
H3 1.773 0.857 -0.761  0.50
H4 0.102 -0.050 1.358  0.16
H5 -0.359 1.783 -0.340  0.51
H6 -1.125 -1.163 1.900  0.17
H7 -2.503 0.735 0.761  0.36
H8 -0.613 -0.626 -1.039  0.20
H9 0.707 2.938 -0.088  0.48
H10 1.157 -1.706 0.349  0.49
H11 -2.042 -1.403 -0.315  0.18

No. 4
Density functional theory data (wB97M-V/def2-TZVPD) for 4 unconnected molecules or ions with the total composition C2H11NO4 at a distorted geometry.

## Properties
HOMO level (Ha): -0.3780
Electronic energy (a.u.): -438.521307
Relative energy (zero: lowest compared OMol25 entry of this formula, charge and spin) (eV): 0.985
Structure (SMILES): CC(N)=O.O.O.O
Charge: 0
2S+1: 1

Each line ends with the natural charge from an NBO analysis.
CARTESIAN COORDINATES (ANGSTROEM)
O1 1.588 -2.011 2.250  -0.94
O2 -1.463 -3.059 0.105  -0.94
O3 -0.841 2.855 1.505  -0.93
O4 -1.125 -0.413 -0.694  -0.62
N1 1.167 -0.169 -0.611  -0.83
C1 -0.119 0.221 -0.894  0.69
C2 -0.160 1.462 -1.780  -0.75
H1 0.242 1.126 -2.743  0.24
H2 0.673 -2.235 2.092  0.47
H3 0.288 2.415 -1.516  0.23
H4 -1.113 -2.952 0.993  0.44
H5 -1.021 3.750 1.798  0.47
H6 1.848 0.556 -0.490  0.39
H7 -1.182 1.680 -2.096  0.24
H8 1.373 -0.982 -0.054  0.40
H9 -1.210 2.868 0.611  0.47
H10 -1.037 -2.336 -0.386  0.49
H11 2.092 -2.776 1.909  0.47

No. 5
Density functional theory data (wB97M-V/def2-TZVPD) for 4 unconnected molecules or ions with the total composition C2H11NO5 at a distorted geometry.

## Properties
HOMO level (Ha): -0.3616
Electronic energy (a.u.): -513.704188
Relative energy (zero: lowest compared OMol25 entry of this formula, charge and spin) (eV): 2.274
Structure (SMILES): NCC(=O)O.O.O.O
Charge: 0
2S+1: 1

Each line ends with the natural charge from an NBO analysis.
CARTESIAN COORDINATES (ANGSTROEM)
O1 -3.565 -2.938 -2.875  -0.94
O2 0.134 2.712 -1.321  -0.94
O3 1.910 0.229 0.542  -0.59
O4 -1.011 -0.044 -2.872  -0.94
O5 2.614 0.177 2.631  -0.77
N1 -0.849 -0.038 1.512  -0.80
C1 1.658 -0.005 1.707  0.78
C2 0.327 -0.384 2.284  -0.34
H1 -1.096 0.562 -3.566  0.47
H2 3.249 0.980 2.816  0.54
H3 -0.974 0.884 1.460  0.36
H4 0.588 3.398 -1.608  0.46
H5 -3.536 -2.425 -2.116  0.47
H6 0.332 -1.478 2.167  0.23
H7 0.744 2.144 -0.885  0.48
H8 0.124 0.047 3.262  0.22
H9 -0.799 -0.579 0.674  0.37
H10 -1.071 0.505 -2.042  0.48
H11 -4.178 -2.522 -3.547  0.47

No. 6
Density functional theory data (wB97M-V/def2-TZVPD) for 5 unconnected molecules or ions with the total composition C2H11O6 at a distorted geometry.

## Properties
HOMO level (Ha): -0.2237
Electronic energy (a.u.): -534.302548
Relative energy (zero: lowest compared OMol25 entry of this formula, charge and spin) (eV): 1.524
Charge: -1
2S+1: 1

Each line ends with the natural charge from an NBO analysis.
CARTESIAN COORDINATES (ANGSTROEM)
O1 0.577 -2.359 -2.249  -1.00
O2 -2.177 1.981 -0.093  -1.03
O3 -1.799 -1.173 1.028  -0.99
O4 0.070 1.074 0.602  -0.78
O5 -0.693 -0.075 -1.102  -0.82
O6 1.399 1.570 2.784  -0.99
C1 1.609 -0.069 -0.781  -0.76
C2 0.254 0.322 -0.338  0.82
H1 2.321 0.531 -0.261  0.22
H2 -0.035 -1.595 -1.876  0.51
H3 -2.209 -0.916 0.157  0.49
H4 -0.037 -3.125 -1.931  0.45
H5 1.408 -0.197 -1.883  0.26
H6 1.030 1.431 1.855  0.50
H7 -2.073 1.090 -0.452  0.47
H8 -1.184 1.964 0.237  0.49
H9 1.120 0.881 3.249  0.44
H10 1.793 -1.044 -0.379  0.24
H11 -1.373 -0.291 1.431  0.50

No. 7
Density functional theory data (wB97M-V/def2-TZVPD) for a molecular structure, C2H11P3Si at a distorted geometry.

## Properties
HOMO level (alpha / beta) (Ha): -0.1989 / -0.3264
Expectation value of S²: 2.005
Electronic energy (a.u.): -1396.149788
Relative energy (zero: lowest compared OMol25 entry of this formula, charge and spin) (eV): 0.000
Charge: 0
2S+1: 3

Each line ends with the Löwdin spin population.
CARTESIAN COORDINATES (ANGSTROEM)
P1 1.426 2.652 0.966  0.94
P2 -0.726 -0.975 2.103  0.19
P3 -2.120 0.907 -0.579  0.06
Si1 -0.074 0.293 0.335  0.51
C1 0.064 -1.322 -1.957  0.02
C2 0.975 -0.642 -0.916  0.08
H1 -0.921 -0.831 -1.941  0.00
H2 -1.667 -0.100 2.709  0.01
H3 2.467 1.873 0.653  0.07
H4 -0.162 -2.352 -1.930  0.00
H5 0.505 -0.710 2.892  0.01
H6 0.390 -1.072 -2.966  0.00
H7 1.539 2.645 2.313  0.07
H8 -2.323 -0.485 -0.329  0.02
H9 1.785 -1.216 -0.486  0.00
H10 -2.661 1.190 0.606  0.00
H11 1.501 0.144 -1.471  0.00

No. 8
Density functional theory data (wB97M-V/def2-TZVPD) for a molecular structure, C2H12ClN2Pt at a distorted geometry.

## Properties
HOMO level (alpha / beta) (Ha): -0.3449 / -0.5290
Expectation value of S²: 6.007
Electronic energy (a.u.): -771.811921
Relative energy (zero: lowest compared OMol25 entry of this formula, charge and spin) (eV): 1.188
Charge: +1
2S+1: 5

Each line ends with the Löwdin spin population.
CARTESIAN COORDINATES (ANGSTROEM)
Pt1 -0.002 -0.110 0.186  1.77
Cl1 0.049 3.061 0.546  0.28
N1 -1.870 0.935 -0.561  0.14
N2 -0.290 -1.632 -1.356  0.23
C1 0.336 1.539 1.376  0.56
C2 1.802 -0.757 0.315  0.42
H1 -2.469 0.223 -1.026  0.01
H2 -2.253 1.295 0.320  0.01
H3 1.957 -1.904 0.151  0.03
H4 1.372 1.612 1.724  0.03
H5 -0.441 -1.246 -2.322  0.01
H6 -1.101 -2.224 -1.117  0.01
H7 -0.177 -1.109 1.287  0.29
H8 2.221 -0.180 -0.550  0.08
H9 0.496 -2.228 -1.417  0.01
H10 -1.538 1.700 -1.157  0.01
H11 2.247 -0.476 1.359  0.05
H12 -0.339 1.503 2.244  0.05

No. 9
Density functional theory data (wB97M-V/def2-TZVPD) for 3 unconnected molecules or ions with the total composition C2H12N2O2 at a distorted geometry.

## Properties
HOMO level (Ha): -0.3576
Electronic energy (a.u.): -343.344058
Relative energy (zero: lowest compared OMol25 entry of this formula, charge and spin) (eV): 1.335
Structure (SMILES): CNCN.O.O
Charge: 0
2S+1: 1

Each line ends with the natural charge from an NBO analysis.
CARTESIAN COORDINATES (ANGSTROEM)
O1 3.033 -2.104 -1.132  -1.01
O2 -3.498 0.812 0.638  -0.96
N1 0.835 -1.165 0.404  -0.86
N2 -0.665 0.794 -0.161  -0.65
C1 0.356 -0.119 -0.596  -0.05
C2 -0.161 1.884 0.755  -0.43
H1 -3.565 0.589 -0.275  0.47
H2 2.141 -1.997 -0.607  0.50
H3 -0.983 1.360 -0.942  0.36
H4 -0.028 -0.559 -1.514  0.20
H5 0.575 2.522 0.199  0.17
H6 3.806 -2.253 -0.494  0.47
H7 -1.048 2.450 0.979  0.22
H8 0.364 1.527 1.569  0.19
H9 -2.606 0.651 0.978  0.49
H10 1.277 0.490 -0.706  0.16
H11 1.323 -0.733 1.131  0.36
H12 0.106 -1.700 0.973  0.37

No. 10
Density functional theory data (wB97M-V/def2-TZVPD) for 3 unconnected molecules or ions with the total composition C2H12N2O2 at a distorted geometry.

## Properties
HOMO level (Ha): -0.3446
Electronic energy (a.u.): -343.309363
Relative energy (zero: lowest compared OMol25 entry of this formula, charge and spin) (eV): 2.279
Structure (SMILES): NCCN.O.O
Charge: 0
2S+1: 1

Each line ends with the natural charge from an NBO analysis.
CARTESIAN COORDINATES (ANGSTROEM)
O1 -3.006 -3.393 0.228  -0.91
O2 4.036 -0.827 0.535  -0.94
N1 -0.279 2.870 0.495  -0.82
N2 -0.452 -0.635 -0.626  -0.89
C1 -0.735 1.547 0.245  -0.23
C2 0.361 0.659 -0.321  -0.20
H1 -0.075 2.935 1.463  0.35
H2 -1.271 -0.443 -1.271  0.36
H3 -1.404 1.588 -0.638  0.18
H4 -1.246 1.155 1.105  0.18
H5 -2.075 -3.190 0.499  0.46
H6 -2.591 -4.292 0.242  0.45
H7 -1.140 3.475 0.416  0.35
H8 4.647 -1.257 -0.049  0.47
H9 1.208 0.496 0.287  0.19
H10 0.727 1.139 -1.374  0.17
H11 3.364 -0.366 -0.021  0.47
H12 -0.070 -1.461 -1.213  0.36

No. 11
Density functional theory data (wB97M-V/def2-TZVPD) for 3 unconnected molecules or ions with the total composition C2H12N2O2 at a distorted geometry.

## Properties
HOMO level (alpha / beta) (Ha): -0.5506 / -0.5505
Expectation value of S²: 0.758
Electronic energy (a.u.): -343.024493
Relative energy (zero: lowest compared OMol25 entry of this formula, charge and spin) (eV): 1.068
Charge: +1
2S+1: 2

Each line ends with the Löwdin spin population.
CARTESIAN COORDINATES (ANGSTROEM)
O1 -1.191 2.322 -0.316  0.00
O2 -2.179 -3.065 0.438  0.00
N1 1.459 0.702 0.042  0.29
N2 -0.027 -0.381 -1.329  0.59
C1 1.361 -0.412 -0.886  0.03
C2 0.760 0.500 1.348  0.02
H1 -0.375 1.830 -0.465  0.00
H2 -0.739 -0.549 -0.607  0.02
H3 -2.580 -2.933 1.279  0.00
H4 1.079 -0.266 2.058  0.01
H5 0.714 1.451 1.869  0.00
H6 1.645 -1.396 -0.519  0.00
H7 2.426 0.920 0.249  0.02
H8 -2.716 -2.493 -0.125  0.00
H9 -0.338 0.391 -1.921  0.01
H10 -1.051 3.255 -0.482  0.00
H11 -0.265 0.267 1.079  0.00
H12 2.017 -0.141 -1.712  0.01

No. 12
Density functional theory data (wB97M-V/def2-TZVPD) for 4 unconnected molecules or ions with the total composition C2H12N2O3.

## Properties
HOMO level (Ha): -0.3233
Electronic energy (a.u.): -418.608417
Relative energy (zero: lowest compared OMol25 entry of this formula, charge and spin) (eV): 0.834
Structure (SMILES): [H]/N=C/NC.O.O.O
Charge: 0
2S+1: 1

Each line ends with the natural charge from an NBO analysis.
CARTESIAN COORDINATES (ANGSTROEM)
O1 1.690 3.623 -0.083  -0.95
O2 0.134 1.835 2.080  -0.96
O3 0.319 0.989 -2.899  -0.94
N1 0.956 -3.118 -0.531  -0.74
N2 -0.927 -1.891 -0.114  -0.62
C1 0.067 -2.742 0.294  0.29
C2 -1.722 -1.101 0.810  -0.41
H1 -0.332 2.462 2.637  0.47
H2 0.423 0.416 -2.131  0.47
H3 1.644 -3.715 -0.085  0.34
H4 -2.562 -1.683 1.188  0.19
H5 -0.055 -3.097 1.317  0.15
H6 0.495 0.382 -3.629  0.47
H7 -1.119 -0.750 1.641  0.20
H8 0.640 2.356 1.436  0.49
H9 -2.141 -0.276 0.242  0.21
H10 0.982 3.404 -0.701  0.48
H11 -0.599 -1.488 -0.987  0.38
H12 2.106 4.394 -0.483  0.48